Computed, not measured: 11 unconnected molecules or ions with the total composition C50H124Cl2O34P4 at a distorted geometry, with ωB97M-V/def2-TZVPD.

XYZ file:
```
214
Properties=species:S:1:pos:R:3:forces:R:3
Cl -2.8114 3.9489 2.7483 -0.05 -0.02 0.30
C -2.0140 3.5289 1.2325 0.19 1.01 -1.68
C -2.7499 2.5021 0.4323 0.10 -1.67 0.04
Cl -4.1645 3.0598 -0.4965 -0.23 0.53 0.44
H -0.9615 3.2899 1.3770 -0.18 -0.41 0.45
H -1.9777 4.4133 0.5891 -0.01 0.25 0.40
H -3.0426 1.6742 1.0800 -0.27 0.09 -0.08
H -2.1617 2.0345 -0.3545 0.54 0.33 0.24
C -0.1392 -4.1964 -1.6220 0.77 0.03 -1.08
O -1.4575 -3.6665 -1.5125 -0.41 -0.20 -0.09
P -2.7230 -4.6028 -1.7352 -1.14 -0.18 0.58
O -2.5481 -5.9245 -2.3485 0.44 0.52 0.33
O -3.3985 -4.6947 -0.2917 0.47 -0.38 -0.16
C -3.9881 -3.5754 0.4144 0.30 -0.53 -0.83
O -3.7132 -3.6328 -2.5261 0.62 0.29 0.03
C -4.8421 -4.1773 -3.2067 -0.35 -1.06 0.34
H 0.2610 -3.9544 -2.6133 -0.16 0.11 0.01
H -0.0947 -5.2839 -1.5739 -0.22 0.03 0.45
H 0.5173 -3.6991 -0.9112 -0.27 -0.17 0.36
H -5.0456 -3.8216 0.4730 -0.07 0.39 0.20
H -3.8037 -2.6718 -0.1629 -0.24 0.19 0.25
H -3.5338 -3.5065 1.3991 -0.05 0.03 0.02
H -4.8736 -5.2672 -3.1241 0.38 0.00 -0.14
H -4.7788 -3.9284 -4.2621 -0.20 0.27 0.06
H -5.7657 -3.8766 -2.7115 0.08 0.62 -0.26
C 3.5715 2.7365 1.6226 -0.45 1.36 -0.26
O 4.5609 2.0728 2.3810 0.66 -1.27 0.83
P 4.5242 0.4650 2.4713 0.86 0.29 -0.02
O 3.2257 -0.1360 2.7519 -0.37 -0.04 -0.24
O 5.6548 0.1064 3.5528 -0.70 1.34 -0.83
C 5.8675 -1.2682 3.8495 0.85 -1.07 -0.47
O 5.1174 0.0134 1.0506 -0.49 -0.18 0.48
C 6.2988 0.6252 0.5764 1.32 0.92 0.13
H 2.6791 2.1388 1.4451 0.12 -0.11 -0.02
H 3.9774 3.1537 0.6947 0.16 -0.71 -0.17
H 3.2842 3.6521 2.1496 -0.17 -0.38 0.37
H 5.5453 -1.9466 3.0561 -0.57 0.23 0.09
H 5.4392 -1.5510 4.8078 -0.14 0.19 -0.03
H 6.9465 -1.4482 3.8521 -0.01 0.35 0.40
H 7.0353 -0.0964 0.2260 -0.52 -0.37 -0.25
H 6.8514 1.1844 1.3406 -0.37 -0.14 0.32
H 6.0955 1.3786 -0.1860 -0.30 -0.34 -0.23
C -6.1600 -2.8873 3.2702 -0.26 -0.25 0.16
O -5.4378 -1.9202 2.5153 0.22 0.35 -0.88
P -6.2019 -0.9071 1.5329 0.31 0.85 1.17
O -7.3939 -1.4218 0.8627 0.14 -0.14 0.07
O -5.0137 -0.3998 0.5883 0.04 -0.46 0.50
C -5.3470 -0.0324 -0.7356 -1.16 -0.30 -1.65
O -6.5030 0.3358 2.4992 0.07 -0.87 -0.62
C -5.5757 1.3986 2.7164 -0.50 1.28 0.08
H -6.1734 -2.6047 4.3226 -0.01 0.16 -0.04
H -5.6534 -3.8487 3.1851 0.06 0.05 -0.11
H -7.1804 -2.9923 2.9017 0.01 0.02 0.00
H -4.4836 0.1165 -1.3818 0.43 0.20 0.68
H -5.9954 0.8429 -0.7957 0.31 0.19 0.34
H -5.9253 -0.8091 -1.2515 0.06 -0.25 0.41
H -5.7026 1.7690 3.7350 0.11 -0.45 0.14
H -5.9130 2.2383 2.1010 0.35 -0.10 -0.22
H -4.5287 1.1812 2.5220 -0.13 -0.36 -0.02
C 3.4827 5.6488 4.3950 1.34 -1.61 -0.38
O 2.2207 5.8984 4.9604 -0.29 0.14 0.32
P 0.9308 4.9919 4.7252 0.18 -0.05 0.10
O -0.0966 5.1617 5.7499 0.13 0.11 -0.10
O 0.4967 5.3491 3.2427 0.00 -0.51 0.17
C -0.0142 6.6309 2.9105 0.48 0.67 -1.36
O 1.5211 3.5157 4.5789 0.21 0.62 -0.38
C 0.6116 2.4470 4.3650 -1.39 -0.66 -0.47
H 3.7701 4.6066 4.5775 -0.15 0.00 0.08
H 4.2982 6.2139 4.8426 -0.58 0.56 0.30
H 3.5802 5.7489 3.3104 -0.65 0.45 -0.04
H 0.4169 6.8643 1.9303 -0.11 -0.14 -0.01
H 0.3466 7.4471 3.5366 -0.27 -0.30 0.54
H -1.0913 6.6338 2.7602 -0.06 -0.17 0.54
H 0.9407 1.7096 3.6296 0.87 0.20 0.24
H -0.3391 2.7691 3.9231 0.02 0.41 0.30
H 0.3743 1.9374 5.2975 0.21 0.06 0.10
C 0.3628 -0.3182 -2.1139 -0.47 -0.98 -0.02
O 1.5744 -0.2831 -1.3810 -0.09 0.56 -0.30
C 1.4709 -0.7162 -0.0280 0.56 -0.40 -0.61
C 0.6160 0.2098 0.8201 0.05 -0.30 0.01
O -0.7810 0.1424 0.5626 0.65 -0.09 0.16
C -1.4000 -0.9808 1.1489 -2.01 -0.23 -0.51
C -1.5990 -0.9483 2.6562 1.56 -0.20 -0.44
O -2.3760 0.1582 3.0177 -0.50 -0.33 -0.12
C -2.6654 0.1392 4.3898 0.36 0.38 1.29
H -0.3677 0.4632 -1.8911 0.25 0.19 0.22
H -0.1237 -1.2805 -1.9015 -0.25 0.06 -0.02
H 0.5427 -0.3110 -3.1903 0.46 0.23 0.05
H 2.5111 -0.7368 0.3058 -0.12 0.49 0.33
H 1.2204 -1.7854 -0.0187 -0.71 0.11 0.12
H 0.9487 1.2042 0.5266 -0.16 0.04 0.32
H 0.7693 0.0648 1.8906 0.46 -0.04 -0.05
H -1.0244 -1.9494 0.8008 0.63 0.14 0.26
H -2.4049 -0.9514 0.7063 -0.04 0.04 0.14
H -0.5978 -0.9263 3.1192 -0.06 0.37 0.27
H -1.9742 -1.9151 3.0134 -0.59 0.08 -0.20
H -3.3496 0.9298 4.6956 -0.02 0.09 -0.57
H -1.7496 0.3224 4.9714 0.00 -0.14 -0.03
H -3.0996 -0.7882 4.7815 0.07 -0.20 -0.44
C -0.4947 -4.8731 1.8989 0.05 -0.51 -0.28
O 0.4491 -3.8333 1.9895 0.01 -0.11 0.25
C 1.7146 -4.3280 2.3855 0.51 -0.34 -0.54
C 2.6707 -3.1456 2.4411 -0.22 0.76 -0.21
O 4.0109 -3.4392 2.0857 0.03 -0.33 0.29
C 4.2445 -3.3848 0.6908 0.09 -0.69 -0.22
C 5.6390 -3.9288 0.4280 -0.31 0.87 0.34
O 6.5224 -2.8693 0.7857 0.54 -0.63 0.50
C 7.8494 -3.3192 0.9062 1.17 0.04 -0.17
H -0.1410 -5.6537 1.2119 0.01 0.04 -0.09
H -1.4296 -4.4895 1.4949 0.03 0.14 0.14
H -0.6599 -5.3777 2.8572 -0.09 0.23 0.12
H 2.1017 -5.0381 1.6386 -0.10 0.08 -0.27
H 1.6563 -4.9499 3.2851 -0.12 0.42 0.37
H 2.6635 -2.6086 3.3879 0.18 -0.32 0.22
H 2.2927 -2.3980 1.7426 -0.17 -0.07 -0.04
H 4.1772 -2.3547 0.3350 -0.09 0.04 -0.10
H 3.5264 -4.0278 0.1646 -0.12 0.16 -0.06
H 5.8225 -4.2099 -0.6143 -0.25 -0.03 -0.03
H 5.7668 -4.8042 1.0736 0.23 0.01 -0.02
H 8.4720 -2.6839 1.5419 -0.55 0.43 0.11
H 8.3815 -3.3205 -0.0526 -0.25 -0.13 -0.22
H 7.9813 -4.3149 1.3398 -0.53 -0.14 -0.03
C 6.1417 -2.5229 -9.8165 -0.80 -0.22 -0.49
O 5.3719 -2.3399 -8.6471 0.69 0.02 0.17
C 4.8184 -3.5696 -8.2319 -1.43 0.96 0.44
C 4.0874 -3.3910 -6.9034 0.84 0.50 0.35
O 3.0804 -2.3841 -6.9553 -0.28 -0.29 -0.29
C 2.0771 -2.5880 -5.9918 0.14 -0.35 1.35
C 2.5043 -2.4679 -4.5194 -0.61 1.32 0.00
O 3.3859 -3.4552 -4.1001 0.31 -0.75 -0.31
C 3.6604 -3.5041 -2.7221 -0.49 -0.19 -0.13
H 6.8538 -3.3430 -9.6927 0.28 0.18 0.01
H 6.6091 -1.5954 -10.1367 0.21 0.06 0.48
H 5.4765 -2.7964 -10.6482 0.01 -0.17 -0.01
H 5.5839 -4.3388 -8.1074 -0.01 -0.15 -0.15
H 4.0400 -3.8370 -8.9574 0.27 -0.49 -0.23
H 4.7870 -3.0771 -6.1256 0.26 -0.16 -0.07
H 3.6905 -4.3532 -6.5708 -0.21 -0.07 -0.18
H 1.6165 -3.5764 -6.0970 -0.09 -0.07 -0.29
H 1.3101 -1.8157 -6.0543 0.05 0.07 -0.64
H 1.5847 -2.4335 -3.9095 -0.11 -0.52 -0.08
H 2.8722 -1.4420 -4.3489 0.58 -0.14 -0.09
H 4.3385 -4.3396 -2.5525 0.38 0.28 -0.15
H 2.7668 -3.7883 -2.1490 -0.16 0.44 0.00
H 4.0565 -2.5417 -2.3903 0.09 -0.10 0.32
C -5.8522 3.7538 6.4184 -0.88 0.21 -0.52
O -4.8561 3.0138 7.0509 0.44 -0.63 0.02
C -3.5950 3.1975 6.4539 0.49 1.05 -1.41
C -2.4444 2.5395 7.1942 -1.57 0.85 1.00
O -2.7317 1.1756 7.3709 0.12 -0.14 -0.14
C -1.7742 0.5280 8.1859 -1.09 -0.35 0.28
C -2.3562 -0.8198 8.6129 0.57 0.70 -0.57
O -2.5014 -1.5949 7.4386 -0.55 -0.20 0.73
C -3.1549 -2.8267 7.7125 -0.15 0.64 -0.29
H -6.0346 3.5156 5.3602 0.39 -0.49 -0.01
H -5.6891 4.8384 6.3843 0.28 0.03 0.52
H -6.7880 3.5299 6.9274 0.03 0.18 0.16
H -3.4532 4.2867 6.3953 0.61 0.01 0.32
H -3.5545 2.9416 5.3870 -0.52 -0.57 -0.01
H -2.5114 3.0827 8.1511 0.63 -0.44 0.34
H -1.4675 2.7336 6.7487 -0.07 0.07 -0.29
H -1.6717 1.1160 9.1053 0.61 0.07 -0.07
H -0.8556 0.3983 7.6076 0.29 0.03 0.34
H -3.2987 -0.6381 9.1391 -0.27 -0.07 -0.30
H -1.6977 -1.2966 9.3492 0.22 -0.13 -0.13
H -4.0842 -2.7030 8.2814 0.12 0.27 0.20
H -2.4782 -3.4655 8.2842 -0.11 -0.41 -0.27
H -3.4826 -3.1977 6.7422 0.44 -0.51 0.07
C -2.7394 -1.2778 -4.0232 -0.59 0.54 0.69
O -2.2761 -0.1548 -4.7485 -0.37 -0.44 -0.49
C -1.7752 -0.5911 -5.9794 0.84 -0.67 -0.72
C -1.1287 0.4909 -6.7928 0.40 0.65 -0.86
O 0.1910 0.7028 -6.3312 0.58 -0.27 0.81
C 1.0555 1.3921 -7.2066 -0.87 1.32 0.01
C 2.3649 1.8199 -6.5646 -0.09 -1.69 0.42
O 2.2815 2.6396 -5.4264 -0.13 0.79 0.24
C 1.8257 3.9543 -5.7564 -0.01 -0.73 -0.69
H -1.8983 -1.9095 -3.7351 -0.12 -0.17 0.14
H -3.5274 -1.8607 -4.5119 0.38 -0.04 -0.65
H -3.2864 -0.8920 -3.1603 0.54 0.01 0.31
H -2.4944 -1.1314 -6.6090 -0.55 0.34 0.24
H -0.9880 -1.3477 -5.8357 0.06 0.02 0.27
H -1.7127 1.4207 -6.8233 0.04 0.06 0.43
H -1.0624 0.2198 -7.8550 -0.17 -0.50 0.06
H 0.5357 2.3135 -7.5012 -0.06 -0.01 -0.39
H 1.2753 0.8252 -8.1150 0.02 -0.21 -0.01
H 2.9920 2.2087 -7.3729 0.08 0.41 0.11
H 2.8391 0.9014 -6.2088 0.20 0.05 0.00
H 0.7708 3.8826 -6.0348 0.10 0.37 -0.22
H 2.4479 4.2828 -6.5946 -0.29 0.40 -0.10
H 1.9014 4.6821 -4.9524 0.28 -0.44 0.35
C -4.7370 3.7085 -3.6714 0.09 -0.03 -0.62
O -3.3579 3.8951 -3.8893 0.36 0.32 0.51
C -2.6105 2.7245 -4.1243 0.20 0.09 -0.12
C -1.1328 3.0112 -3.9692 -0.11 0.78 -0.27
O -0.8436 3.3774 -2.6252 0.40 -0.86 -0.56
C 0.5639 3.3424 -2.4037 -0.76 0.61 0.75
C 0.7621 3.3099 -0.8945 1.30 -0.43 -0.39
O 0.7430 4.5818 -0.2678 -0.52 -0.42 -0.06
C 1.8348 5.3993 -0.5936 0.50 -0.07 0.15
H -5.2862 3.9071 -4.5995 -0.06 -0.14 -0.04
H -5.0806 4.4334 -2.9359 0.06 -0.12 0.17
H -4.9410 2.6826 -3.3555 -0.15 0.08 0.19
H -2.8010 2.3973 -5.1501 0.05 -0.32 0.01
H -2.8658 1.9170 -3.4326 -0.27 0.02 0.04
H -0.8558 3.8312 -4.6491 -0.18 0.21 0.16
H -0.4944 2.1859 -4.3015 -0.34 -0.39 0.19
H 0.9875 4.2607 -2.8244 0.18 -0.07 -0.01
H 1.0731 2.5026 -2.8842 -0.26 -0.21 -0.01
H 1.7059 2.7815 -0.6896 0.42 0.45 -0.11
H 0.0725 2.6084 -0.4286 -0.70 0.64 -0.09
H 1.6253 6.3846 -0.1838 0.02 0.05 -0.11
H 2.0478 5.4706 -1.6643 -0.33 0.14 -0.03
H 2.7725 5.0318 -0.1537 -0.08 -0.08 0.21
```
Positions in Å, forces in eV/Å.

Output
**Electronic energy**: -6823.4347 hartree
**SMILES**: COP(=O)(OC)OC.COP(=O)(OC)OC.COP(=O)(OC)OC.COP(=O)(OC)OC.COCCOCCOC.COCCOCCOC.COCCOCCOC.COCCOCCOC.COCCOCCOC.COCCOCCOC.ClCCCl
**Orbital gap**: 9.6 eV
**E_HOMO**: -9.212 eV